Entry 1:
49
Properties=species:S:1:pos:R:3:forces:R:3 method="wB97M-V/def2-TZVPD" gap_ev=8.37 spin_multiplicity=1 charge=-1 e_above_lowest_kcal_mol=9.26
O -0.539000 -6.589000 9.791000 -0.35 0.94 -0.01
O -0.516000 -2.323000 4.871000 -1.82 0.58 0.05
O -0.229000 -1.893000 7.994000 -1.20 0.99 0.25
O 0.370000 -6.133000 6.254000 -1.14 -1.20 -1.64
O 3.291000 -2.713000 8.471000 0.52 1.61 -0.58
O 1.995000 -7.437000 4.537000 1.56 -1.14 0.63
O 0.290000 -9.083000 6.984000 0.26 0.49 0.25
O -1.386000 -4.937000 6.823000 0.54 -0.05 -1.62
O -4.210000 -5.320000 7.073000 -0.38 -0.52 -0.05
O 2.078000 -1.706000 6.158000 0.44 -0.28 0.07
O 1.583000 -4.115000 9.698000 -0.07 0.08 0.27
O 0.632000 -4.295000 7.162000 0.43 1.42 -0.46
O -2.188000 -7.557000 7.894000 -1.31 -0.52 -0.17
O -1.579000 -4.076000 9.877000 -1.46 -1.07 1.33
O 1.906000 -3.783000 4.161000 -0.65 -0.13 -0.46
O 3.414000 -5.440000 6.672000 -0.15 2.07 0.25
O -2.975000 -2.688000 7.818000 -0.11 0.57 0.19
O -2.318000 -6.818000 4.880000 -0.49 1.05 0.80
N -0.156000 -5.082000 6.636000 0.20 -0.62 3.60
H 1.564000 -4.852000 10.303000 -0.27 -0.43 0.03
H 1.405000 -4.450000 3.693000 -0.11 -0.23 -0.81
H -1.052000 -6.867000 9.012000 0.34 -0.30 0.26
H -1.155000 -1.697000 7.704000 1.45 -0.63 0.39
H -1.592000 -7.380000 4.727000 1.19 -1.72 -1.06
H 2.571000 -2.134000 6.891000 -0.49 0.35 -0.24
H 1.190000 -2.089000 6.179000 0.30 0.50 0.14
H -1.658000 -3.607000 9.051000 -0.01 0.67 -0.76
H -3.693000 -3.219000 8.156000 -0.45 -0.26 0.03
H -4.653000 -6.148000 6.835000 -0.14 0.40 0.05
H 2.043000 -4.261000 4.971000 0.83 0.00 1.15
H -1.825000 -6.281000 5.532000 -0.82 0.51 0.13
H 1.075000 -4.347000 8.907000 -0.11 -0.23 0.33
H 0.009000 -2.801000 7.768000 -0.44 0.19 -0.27
H -3.326000 -5.493000 6.733000 0.43 0.14 0.11
H 3.834000 -6.243000 6.472000 0.54 -1.66 -0.27
H 0.004000 -3.121000 4.869000 0.46 -0.49 -0.26
H 1.305000 -6.986000 5.025000 -0.05 0.37 0.31
H 2.762000 -3.289000 9.005000 -1.04 -0.57 0.92
H -2.485000 -4.454000 10.031000 1.26 0.65 -0.26
H -1.462000 -2.562000 5.008000 1.27 0.03 -0.17
H 2.545000 -5.585000 7.045000 -0.34 -0.23 0.07
H -2.824000 -3.045000 6.946000 0.15 -0.32 -0.37
H 0.644000 -8.184000 7.138000 -0.43 -0.53 0.01
H -2.235000 -8.206000 7.176000 0.33 0.20 0.19
H 0.092000 -9.087000 6.047000 0.14 -0.02 -0.30
H 2.665000 -7.720000 5.227000 -1.40 0.58 -1.30
H -0.886000 -5.664000 9.916000 0.66 -0.74 -0.07
H -3.091000 -7.556000 8.266000 0.67 0.14 -0.13
H 4.056000 -3.232000 8.318000 1.26 -0.65 -0.54

Entry 2:
60
Properties=species:S:1:pos:R:3:forces:R:3 method="wB97M-V/def2-TZVPD" gap_ev="6.06 / 6.07" spin_multiplicity=1 charge=+4
Sn -0.051338 0.747842 0.858883 0.36 0.49 0.38
S 1.262583 0.749369 3.259437 -0.15 -0.09 -0.06
N -1.174850 -4.225767 1.010959 0.00 -0.03 0.00
N -1.796734 1.183529 -1.755843 0.03 0.01 -0.15
N 2.269023 1.032869 0.283360 -0.14 -0.12 -0.07
N -0.279878 -1.443048 -1.354342 -0.15 -0.12 0.00
N 0.569134 3.081226 1.266813 -0.08 -0.09 -0.04
N -2.411937 0.462699 -3.785459 0.01 0.00 -0.05
N -1.140456 -2.034968 1.466954 0.17 -0.12 0.02
C -1.592783 -2.685822 2.558366 -0.05 0.06 -0.02
C -1.236548 -1.216799 -2.452907 0.03 -0.07 -0.06
C 1.837382 3.455928 0.579823 0.01 0.00 -0.03
C -0.369941 -2.822270 -0.837846 0.14 -0.04 -0.09
C -4.010742 3.804425 -3.982132 0.01 -0.02 -0.02
C -2.031032 -2.159190 3.815943 0.02 -0.01 0.02
C -1.634123 -4.096686 2.316491 -0.07 -0.03 -0.03
C -2.499854 2.162812 -2.358336 -0.03 -0.03 0.04
C 3.316395 0.913543 1.343658 0.01 -0.02 0.03
C -2.915302 1.750378 -3.667905 -0.08 -0.04 0.00
C 1.506650 2.537672 3.533708 -0.01 0.04 0.01
C 2.262934 2.366228 -0.387859 -0.03 0.06 -0.02
C -3.634707 4.239534 -2.673133 0.02 0.01 0.00
C -3.664235 2.529913 -4.493860 0.00 0.05 0.00
C -2.083379 -4.993647 3.234269 0.00 0.01 0.05
C -2.480674 -3.042835 4.745483 0.03 0.02 0.01
C -2.498659 -4.443629 4.476030 0.02 -0.03 -0.03
C -2.888593 3.447301 -1.861119 0.00 0.03 0.00
C -1.780543 0.166663 -2.641762 0.02 0.03 0.03
C -0.901402 -2.997589 0.554258 -0.10 0.03 -0.01
C 0.545480 3.391446 2.722133 0.00 -0.02 0.05
C 2.840496 0.164928 2.574183 0.03 -0.05 -0.05
H 3.655571 1.911374 1.609801 -0.01 0.00 0.02
H -2.832458 -2.701205 5.709305 0.01 0.00 0.01
H -2.516314 -0.143861 -4.588920 -0.01 0.00 0.00
H -2.137823 -6.060246 3.058939 0.03 0.00 0.00
H 2.493131 0.346819 -0.432892 -0.01 0.00 -0.01
H 2.661317 -0.890845 2.357658 0.01 -0.01 0.02
H 1.325739 2.715489 4.593382 0.02 0.00 0.01
H -0.979581 -3.451339 -1.494810 0.04 -0.04 0.00
H -2.005139 -1.095382 4.006586 -0.02 0.00 -0.01
H 3.595377 0.198401 3.360497 -0.01 0.03 0.01
H -2.110633 -1.858382 -2.305323 -0.03 0.06 0.05
H -3.993321 2.221849 -5.477771 0.02 0.00 -0.01
H 2.601356 3.648064 1.330163 0.01 -0.01 0.00
H 0.778343 4.445593 2.894377 0.02 0.00 -0.01
H -0.178109 3.629827 0.849800 -0.02 0.01 0.01
H 2.554717 2.769883 3.351155 0.00 -0.01 -0.03
H -2.838319 -5.119939 5.251451 -0.04 0.00 -0.01
H -1.065654 -5.095017 0.503909 -0.02 0.00 -0.01
H 1.548281 2.312766 -1.214848 0.03 -0.02 -0.03
H -3.966473 5.214787 -2.343977 0.01 0.00 0.00
H -2.616317 3.758993 -0.862698 0.00 -0.01 0.01
H 4.187816 0.395967 0.938989 0.01 0.01 -0.01
H 0.622432 -3.284017 -0.852287 0.01 0.01 0.03
H 0.647915 -1.361763 -1.752999 -0.01 0.11 0.01
H -4.587119 4.475459 -4.607798 -0.03 -0.01 0.01
H 1.717850 4.389173 0.029080 -0.02 0.01 0.02
H 3.239037 2.595005 -0.820463 0.02 0.00 0.05
H -0.474278 3.228369 3.076003 -0.01 0.02 -0.02
H -0.806420 -1.521462 -3.413824 -0.04 -0.07 0.00

Entry 3:
25
Properties=species:S:1:pos:R:3:forces:R:3 method="wB97M-V/def2-TZVPD" gap_ev=8.95 spin_multiplicity=1 e_above_lowest_kcal_mol=164.35
N 1.304232 -0.995164 -0.717769 2.30 -4.95 0.38
N 0.275990 -0.219691 -0.543956 -2.25 0.82 0.11
C 2.451594 0.944278 -1.011423 0.95 1.52 1.30
C -3.649513 -0.427499 -0.287162 -1.17 -4.21 -1.29
C -1.854854 1.329162 0.278135 1.33 0.45 2.26
C -2.039038 -0.148132 0.207471 -1.73 -0.64 3.30
C 2.585025 -0.269045 1.398626 -0.87 -1.62 -3.94
C 2.634950 -0.377308 -0.234227 -0.74 0.41 0.23
C -0.828383 -0.795325 -0.334447 -0.25 -3.49 1.04
H 1.728537 0.317710 1.544663 -1.31 1.02 0.44
H 3.221693 1.720936 -0.958123 0.85 -0.71 0.08
H -3.896415 -0.540803 -1.621079 1.14 0.90 4.29
H 2.310361 -1.275444 1.803672 1.25 0.87 0.08
H -0.710017 -1.984703 -0.045295 -0.68 2.35 -1.08
H 3.420739 0.327471 1.611209 1.45 0.03 1.34
H -1.794086 -0.572295 1.489719 -1.73 1.04 -3.52
H -4.036428 -1.600952 0.038701 1.57 3.04 -0.90
H 1.643493 1.530232 -0.551168 -0.24 -0.55 -0.82
H 3.649208 -0.780053 -0.652927 -2.33 -0.37 0.81
H -2.770279 1.786360 0.658053 0.52 0.39 0.03
H -0.876246 1.619780 0.809709 -1.73 -0.56 0.30
H 0.952472 -2.078819 -0.462460 2.06 3.16 -0.56
H 2.335358 0.648055 -2.049452 -0.46 0.45 -0.04
H -4.537280 0.126001 0.246734 2.36 -0.24 -1.14
H -1.521112 1.715257 -0.617202 -0.28 0.89 -2.69

Entry 4:
21
Properties=species:S:1:pos:R:3:forces:R:3 method="wB97M-V/def2-TZVPD" gap_ev=7.96 spin_multiplicity=1 e_above_lowest_kcal_mol=40.91 smiles=Cc1ccc2cccc(O)c2n1
O 1.145583 -2.485671 -0.203691 3.51 -2.74 0.06
N -0.756986 -1.053832 -0.160399 0.74 2.66 1.72
C 3.013571 0.598835 0.179688 -2.35 3.02 -0.96
C 0.498940 -0.376320 0.008459 -2.45 0.88 -1.86
C -1.805177 -0.254380 -0.021245 2.55 -0.26 -0.77
C 1.591766 -1.264540 -0.052668 -2.43 2.14 -0.38
C 2.844149 -0.751527 -0.063982 -0.17 -1.02 1.33
C 0.625804 1.044684 -0.053298 -0.32 0.38 -0.14
C -1.725029 1.132883 -0.238930 -3.42 1.07 0.05
C -0.581617 1.849794 -0.296372 0.51 -1.26 1.62
C 1.929840 1.560784 0.084595 1.55 -3.17 0.52
C -3.074986 -0.829933 0.303886 -1.25 -2.63 -1.40
H 3.945976 1.087775 0.276172 1.15 -0.17 0.21
H 0.255054 -2.375164 -0.487838 -1.97 -0.31 -0.11
H 2.144190 2.591958 0.227343 0.03 0.67 -0.11
H -0.674983 2.930067 -0.172973 0.66 -0.20 -0.69
H 3.535190 -1.542279 0.036179 1.72 -0.17 -0.28
H -3.115322 -1.346635 1.257185 -0.31 1.10 0.83
H -3.030698 -1.789027 -0.236735 -0.53 0.15 -0.59
H -2.841813 1.522709 -0.307423 2.76 0.13 0.14
H -3.923445 -0.250189 -0.077946 0.01 -0.29 0.81

Entry 5:
19
Properties=species:S:1:pos:R:3:forces:R:3 method="wB97M-V/def2-TZVPD" gap_ev=10.58 spin_multiplicity=1 e_above_lowest_kcal_mol=35.41 smiles=CC[C@H]1C[C@H]2C[C@@H]12
C -1.086810 -0.956375 0.711056 0.07 -0.32 0.11
C 2.371901 0.357858 -0.749088 0.04 0.02 0.04
C -1.971454 -0.643686 -0.441929 -0.04 0.00 -0.17
C 1.023744 -0.364465 -0.771832 -0.08 -0.04 -0.03
C 0.278402 -0.255950 0.561379 0.13 -0.01 0.02
C -0.459881 1.093492 0.776917 0.05 0.20 -0.06
C -1.809735 0.383675 0.647593 -0.15 0.09 0.28
H 2.255114 1.407771 -0.454280 -0.01 -0.15 -0.03
H 0.961638 -0.520003 1.376367 -0.10 0.15 -0.07
H -0.200464 1.937568 0.125877 -0.11 -0.13 -0.02
H -0.351155 1.406101 1.821794 0.01 0.08 -0.23
H -1.294397 -1.736531 1.434375 0.07 -0.12 -0.26
H 3.064676 -0.108933 -0.039897 -0.10 0.05 -0.07
H 1.166449 -1.415741 -1.053029 -0.02 0.09 0.10
H -1.579982 -0.542997 -1.450838 -0.01 0.10 0.18
H -2.932803 -1.151536 -0.401929 0.10 0.19 -0.04
H -2.693008 0.677744 1.207343 0.19 -0.06 -0.01
H 2.845869 0.346391 -1.737073 -0.08 -0.02 0.16
H 0.411905 0.085614 -1.562804 0.06 -0.10 0.09